1.
# C25H36N3O2

A cluster of 2 separate species, C25H36N3O2 in total (ωB97M-V/def2-TZVPD, the Open Molecules 2025 dataset).

Values from the calculation:
relative energy (zero: lowest compared OMol25 entry of this formula, charge and spin)	0.0000	eV
total charge	+1

```
66
Properties=species:S:1:pos:R:3:forces:R:3:lowdin_charge:R:1
H -2.410897 -2.708171 6.181718 0.109 0.108 -0.041 0.122
N -3.548491 -0.140883 4.302644 0.443 0.349 -0.693 -0.114
H -1.417418 4.947926 -5.249730 -0.201 -0.221 0.269 0.094
C 0.744691 1.574021 -3.242004 -0.052 -0.357 0.603 -0.134
C 3.470259 -1.726990 -1.243225 0.040 -0.117 0.279 -0.227
H 3.330933 -0.677512 -1.533342 0.295 -0.152 -0.134 0.096
H 3.224738 -4.334849 2.752694 0.026 0.260 -0.337 0.098
C -2.256321 -1.836966 5.540705 0.122 0.210 0.017 -0.159
H 3.665870 -2.499890 -3.223787 -0.332 0.111 0.040 0.123
C 1.902148 3.059779 -4.926082 -0.014 0.236 0.167 -0.161
H 3.184796 -0.494069 1.378748 0.243 -0.114 0.164 0.121
C -2.438157 1.052423 2.490877 0.123 0.157 -0.260 0.008
H 4.527300 -1.614575 0.987157 -0.227 0.087 0.180 0.121
C -0.417271 2.389958 -3.377914 0.248 0.372 -0.207 -0.136
H 1.744270 0.929484 -5.009119 0.013 0.069 0.205 0.133
H -2.461333 3.519042 -5.018010 0.160 0.150 0.092 0.109
H 2.445905 -2.947138 0.049702 0.536 0.227 -0.059 0.106
N -0.462676 3.365945 -4.328180 -0.312 -0.425 0.558 -0.114
H -3.940995 -0.677445 6.259644 0.115 -0.114 -0.212 0.133
H -2.423531 2.726154 -2.625423 0.201 -0.403 0.017 0.106
C -3.594335 -1.156075 5.331200 -0.165 -0.624 0.197 -0.168
H -4.779733 1.345567 3.427557 -0.023 -0.202 0.200 0.079
H -4.358665 -1.908131 5.060376 0.165 0.192 0.055 0.138
H 1.744003 0.087748 -2.076213 -0.279 0.297 -0.064 0.093
C 0.839142 0.688950 -2.186091 -0.037 0.187 -0.104 0.046
H -4.830010 1.244385 5.210008 0.016 -0.047 -0.291 0.104
H -0.632963 -2.624722 4.363190 -0.147 0.026 -0.092 0.121
C -1.651754 -2.254915 4.201496 -0.095 -0.750 0.339 -0.140
H -5.644828 0.015147 4.232476 0.344 0.096 -0.073 0.105
C -1.402217 1.242052 -1.468630 0.390 0.315 0.108 -0.014
H 2.563650 3.023423 -5.795393 -0.024 -0.004 0.141 0.121
C 3.440405 -1.544498 1.175271 0.084 0.116 -0.291 -0.210
H -0.136615 -2.034380 1.960586 -0.191 0.228 0.135 0.125
H 0.525847 4.527930 -5.716345 0.069 -0.277 0.078 0.125
H 3.823881 -2.153337 3.178416 -0.377 0.099 0.016 0.124
H 2.818326 1.522691 -3.740698 -0.171 -0.092 -0.078 0.123
O 3.182643 -3.983404 -1.858424 -0.160 -0.172 -0.430 -0.067
C 0.519266 3.481516 -5.385767 0.382 -0.234 -0.492 -0.161
C -0.171485 0.552639 -1.190760 -0.424 0.063 -0.096 -0.184
C 3.108006 -2.398850 2.381806 0.236 -0.173 -0.227 -0.240
C 0.059863 -0.216784 -0.014629 -1.103 0.521 -0.099 0.098
H -1.403449 1.954727 0.867099 0.050 -0.226 0.245 0.118
H -2.276635 1.051510 -0.848952 0.222 0.022 -0.207 0.117
C 1.855347 1.702388 -4.232284 0.568 -0.203 -0.572 -0.140
H 3.047120 -4.611674 -2.586299 0.039 0.317 0.377 0.100
C -1.633424 -1.137999 3.211056 0.545 0.132 -0.597 -0.139
H 4.547657 -1.888548 -1.064830 -0.167 0.040 -0.155 0.125
O 3.286274 -3.756350 1.976940 -0.159 -0.136 0.442 -0.069
H 2.071452 -2.219792 2.703806 0.192 -0.026 0.120 0.097
C -1.666826 4.131177 -4.561461 -0.458 0.199 0.029 -0.042
H -2.232434 -3.104305 3.809192 0.104 0.168 0.001 0.134
C -2.563856 -0.064699 3.360271 -0.484 -0.207 0.157 -0.129
H -3.090939 1.914328 2.630712 0.436 -0.166 0.006 0.109
C -1.509477 1.057202 1.474651 -0.427 -0.369 -0.065 -0.018
H -2.048762 4.563484 -3.629765 0.079 -0.030 -0.212 0.094
C 3.015798 -2.653795 -2.350179 0.243 -0.143 0.045 -0.246
H 1.959796 -2.467368 -2.600060 0.187 0.005 -0.101 0.116
C -0.718552 -0.101554 1.170457 -0.015 0.353 0.012 -0.192
C -0.771394 -1.159189 2.127663 -0.181 0.296 0.259 0.041
H -1.575705 -1.152976 6.061224 -0.065 -0.081 -0.066 0.126
H 0.205935 2.870341 -6.253462 0.054 0.156 0.213 0.142
N 2.717710 -1.964421 -0.020847 -0.400 -0.419 0.129 -0.087
H 0.854818 -0.963846 -0.039993 0.150 0.044 0.009 0.095
H 2.300069 3.820122 -4.244202 -0.067 -0.097 -0.046 0.126
C -4.753015 0.662747 4.278229 -0.254 0.444 0.165 -0.032
C -1.503756 2.155296 -2.495471 -0.217 -0.070 0.230 0.009
```
Forces are in eV/Å.

---

2.
# C28H38N3O

The ion C28H38N3O with charge +1 (ωB97M-V/def2-TZVPD, the Open Molecules 2025 dataset).

Values from the calculation:
relative energy (zero: lowest compared OMol25 entry of this formula, charge and spin)	1.8814	eV
SMILES	CC[NH+](CC)[C@@H](/C=C/N1[C@H](Cc2ccccc2)C(=O)N(C)C12CCCC2)c1ccccc1
total charge	+1

```
70
Properties=species:S:1:pos:R:3:forces:R:3:lowdin_charge:R:1
C -4.813345 1.082094 -0.140647 -0.051 -0.221 -0.136 -0.026
H -2.129366 1.502820 1.921569 -0.481 -0.245 -0.083 0.111
C -2.957077 0.805496 -2.535531 -0.875 0.074 -0.613 -0.398
C -0.883334 -3.149212 -1.889036 0.241 -0.460 -0.079 -0.177
H 4.009004 4.291964 -0.737722 0.003 -0.782 0.208 0.084
H -3.364423 3.113433 -1.125957 0.174 -0.020 0.108 0.136
H 1.651300 1.213688 1.789985 -0.153 -1.281 0.092 0.167
C 2.650820 -0.768172 1.793061 -0.313 0.181 0.542 -0.148
C -3.862598 0.234278 2.337235 0.631 0.790 -0.307 -0.080
H 3.773359 1.120119 -1.399901 -0.147 -0.424 -0.009 0.119
H -1.987935 2.979772 -0.008346 -0.095 0.115 0.128 0.106
H -2.842516 -3.606491 -1.032490 0.357 0.110 0.136 0.107
C 4.106419 -1.470538 3.636899 -0.190 -0.558 -0.469 -0.059
C -1.982000 1.569195 -1.633842 0.061 0.490 -0.668 -0.163
O -3.854180 1.294153 -3.226491 1.280 -0.401 0.959 0.063
C -3.548455 1.514492 0.292420 -0.589 0.136 0.720 -0.234
C -5.094615 -0.209448 1.880838 0.090 -0.091 -0.026 -0.095
H 0.585363 -1.080832 0.221559 1.273 1.555 -0.403 0.093
N -2.675416 -0.518973 -2.423719 0.362 1.299 0.463 -0.011
C -2.723315 2.413480 -0.578048 -0.081 -0.350 -0.669 -0.080
C 2.079885 0.499962 1.024225 -4.511 -2.085 3.582 -0.269
C 0.891050 0.012542 0.193101 -1.181 -0.254 -0.316 -0.035
H 3.509407 0.561581 3.272060 0.019 -0.414 -0.258 0.116
H -0.546509 -1.482326 -3.297926 0.022 -0.040 0.388 0.127
C 3.396160 -0.479222 2.929540 1.221 -0.050 0.310 -0.059
H 5.880278 2.104672 -0.888061 -0.723 0.003 0.327 0.084
H -5.694091 -0.864669 2.491322 -0.043 -0.130 0.115 0.103
C -3.096121 1.123359 1.557137 -0.242 -0.497 -0.040 -0.046
C 3.958950 -2.830412 3.292044 0.007 1.008 0.615 -0.063
H 1.419539 2.885072 0.202568 0.398 -0.236 0.182 0.100
C 4.077651 0.830799 -0.395346 0.049 0.200 -0.682 -0.131
H 4.509524 -3.600954 3.867355 -0.429 0.540 -0.625 0.121
H -1.593923 -1.419212 0.618693 -0.089 -0.093 -0.257 0.112
C -0.139701 0.828511 -0.220084 0.787 -0.517 -0.345 -0.084
C -5.572468 0.199113 0.644157 0.289 0.720 -0.656 -0.068
H -1.321000 -3.648629 -2.762055 0.176 0.070 0.206 0.102
H 5.882587 1.489695 0.774551 -0.262 -0.098 0.065 0.083
N 3.022387 1.433330 0.538181 4.240 3.320 -2.857 -0.068
H -4.091520 -1.013395 -3.799145 -0.065 -0.003 -0.105 0.101
C -0.519996 -1.700778 -2.218879 -0.194 0.622 0.189 -0.086
H -3.476720 -0.056548 3.308305 -0.167 -0.070 -0.046 0.104
H 2.906074 -4.205746 2.069873 -0.357 0.289 -0.121 0.113
H -1.365708 2.217474 -2.295421 -0.378 -0.154 0.349 0.168
H 3.569266 4.323046 0.979563 -0.010 -0.245 0.113 0.083
C -2.131968 -1.684315 -0.303512 0.181 0.340 -0.160 -0.083
H -2.873579 -2.271726 -3.504485 -0.034 -0.187 -0.143 0.088
H -1.516374 -3.737561 0.127352 -0.191 0.172 -0.267 0.109
H 3.603337 1.883145 1.277849 -0.777 -1.010 0.090 0.173
C -3.499230 -1.516477 -3.043385 -0.036 -0.065 -0.003 0.010
H 0.475201 -1.427799 -1.853895 -0.176 -0.119 -0.119 0.092
H 3.961996 -0.246461 -0.281530 0.198 0.106 0.019 0.126
H 0.009895 -3.724544 -1.613904 -0.177 0.099 -0.156 0.105
C 2.370029 -2.159201 1.584608 0.172 0.792 -0.909 -0.029
C 3.032456 -3.149054 2.296443 0.658 -0.068 0.490 -0.077
H -6.545046 -0.116183 0.269721 0.192 -0.011 0.214 0.110
H 4.816931 -1.187886 4.413122 -0.387 -0.003 -0.040 0.108
C -1.590137 -0.820496 -1.485372 -0.105 -0.834 -0.217 -0.339
H -5.190006 1.437192 -1.118058 0.195 -0.305 0.687 0.124
H 2.484874 4.861942 -0.259426 -0.140 -0.260 0.158 0.090
H 1.679764 -2.533307 0.824457 0.289 0.447 0.087 0.100
H -3.193843 -1.439598 -0.127930 0.443 -0.094 -0.021 0.112
C 3.208693 4.074054 -0.018661 -0.065 0.126 0.035 -0.051
C -1.893454 -3.143626 -0.719117 -0.340 -0.282 0.299 -0.164
H 2.409741 2.493846 -1.217402 -0.372 -0.122 0.353 0.124
H -0.176506 1.870791 0.127907 0.080 -0.366 -0.606 0.110
C 5.537982 1.280806 -0.241029 0.523 -0.247 -0.184 -0.052
H 6.152493 0.446858 -0.604810 -0.158 0.018 0.263 0.090
H -4.172551 -1.976866 -2.321039 -0.044 -0.100 0.044 0.102
N -1.144411 0.513975 -1.086176 -0.074 0.217 0.624 0.007
C 2.441019 2.733905 -0.149321 0.092 -0.044 -0.565 -0.109
```
Forces are in eV/Å.

---

3.
# C13H24ClF6NO11PS2

A structure of composition C13H24ClF6NO11PS2 (ωB97M-V/def2-TZVPD, the Open Molecules 2025 dataset).

Values from the calculation:
total charge	-1

```
59
Properties=species:S:1:pos:R:3:forces:R:3:lowdin_charge:R:1
O 3.658633 0.421425 1.431149 -2.296 0.844 -5.438 -0.364
O 2.314523 -1.054504 -0.354378 0.901 2.731 0.761 -0.200
C -1.888068 -3.227192 5.541387 0.175 0.899 0.704 -0.119
H 3.738443 2.921615 -1.846317 1.336 -1.495 1.154 0.109
S -2.414587 -1.011403 -2.965090 2.472 0.034 -1.108 0.600
F -2.759352 -0.271386 -0.428786 0.519 -0.559 -0.785 0.091
H -1.077768 -2.495642 6.024213 -1.670 -1.751 -0.947 0.082
H 1.261572 -0.610491 1.449599 1.546 -1.955 -0.795 0.132
O -4.555160 0.407282 -4.970233 -0.109 -1.487 1.118 -0.305
C -2.361992 -2.557951 4.122273 -1.181 0.301 0.994 -0.256
H -1.389310 3.738018 -0.439224 -0.053 -1.153 -1.363 0.102
O 4.339621 0.899382 -1.113032 -3.564 0.586 1.189 -0.235
H 6.216687 3.191574 1.991379 0.352 -1.260 -2.388 0.098
H -0.926878 -4.536054 1.693923 0.006 2.058 1.804 0.157
H -0.276049 1.231413 0.077129 2.020 0.324 -1.698 0.150
C -0.880829 -3.704740 2.549473 0.763 -1.160 -0.546 -0.158
H 0.093734 2.585417 -2.669517 -0.245 0.638 2.492 0.160
H 0.724506 -2.129917 2.925983 -1.855 -0.234 -1.662 0.141
C -0.038315 -2.391707 2.046150 -0.181 -0.031 0.936 -0.183
H 0.312486 5.116467 -1.634139 1.242 -2.018 0.838 0.096
O -1.838883 0.304224 -3.256593 -0.857 -1.298 0.561 -0.310
P 3.009898 0.549136 -0.039753 2.600 -0.945 6.111 0.841
C 0.038211 2.842280 -1.513782 0.624 0.368 -0.390 -0.322
Cl 7.764670 2.776015 -0.000435 -1.385 0.009 0.859 0.421
O -1.391283 3.125117 -1.234460 2.238 0.479 1.154 -0.100
H 6.086362 1.443615 1.247341 0.077 2.280 -0.761 0.078
N -3.996945 -1.097827 -2.933948 0.584 0.166 -0.719 -0.296
F -6.629971 -2.300624 -3.264740 0.462 0.890 -0.634 0.091
H 5.567096 2.455850 -1.909046 -2.188 -0.564 1.449 0.131
H 1.947840 4.185348 -1.785463 -1.982 -0.068 1.454 0.070
O -1.712352 -2.138270 -3.586022 -1.165 1.231 0.916 -0.299
F -0.827238 -1.214095 -0.821058 -1.168 0.101 -0.883 0.081
C 4.573829 2.344669 -1.259044 1.261 2.241 -0.246 -0.239
H -2.816990 -3.226944 6.289783 2.119 -0.265 -1.662 0.082
H 3.952201 3.120155 0.901529 1.731 -0.114 -1.638 0.110
H -1.812635 -1.530182 4.018079 -0.834 -1.986 -0.245 0.116
H 2.661721 -1.980999 1.649915 -1.292 1.230 -1.679 0.159
C 6.181478 2.577940 0.971843 -1.736 -0.067 0.932 -0.540
O -4.417175 -2.032247 -5.316382 -0.259 1.110 1.496 -0.304
F -2.641809 -2.427788 -0.719951 0.473 0.965 -0.672 0.099
H 1.072785 4.412656 -0.045583 -0.142 -0.722 -2.373 0.095
F -7.253477 -1.005685 -4.911241 1.204 -0.019 0.655 0.098
C 0.595296 1.498534 -0.691270 -2.725 0.821 -0.948 -0.159
F -6.753586 -0.145752 -2.965158 0.545 -0.618 -0.836 0.091
H 5.089078 4.276765 -0.087629 -0.570 -2.181 0.152 0.119
H -1.413186 -4.293402 5.457322 -1.097 2.047 0.054 0.076
C 4.851679 3.150048 0.142091 0.987 -0.298 0.537 -0.228
C -2.144897 -1.238161 -1.175278 -0.268 -0.532 2.525 -0.598
C 1.832490 -1.531530 0.951070 -1.773 0.208 1.750 -0.242
H -0.304808 -4.187763 3.455289 -1.048 0.926 -1.690 0.118
C 0.924922 4.194153 -1.198632 -0.553 0.517 -0.603 -0.083
H -3.519847 -2.296339 4.250016 2.575 -0.656 -0.593 0.135
H 0.722663 0.664175 -1.502759 -0.120 1.411 1.878 0.132
O -2.270767 -3.441152 2.950455 1.879 1.251 0.903 -0.209
S -4.634423 -0.929629 -4.376155 -0.110 0.393 -2.895 0.600
O 1.812868 1.810275 0.074566 1.791 -3.529 -1.964 -0.263
H -0.803941 -1.533040 1.828637 1.447 -1.395 0.540 0.137
O 0.784799 -2.600830 0.843397 0.847 1.617 1.040 -0.171
C -6.377570 -1.100301 -3.868893 -2.353 -0.313 1.207 -0.611
```
Forces are in eV/Å.

---

Number 1: lowest unoccupied orbital energy -4.01 eV, HOMO energy -10.0 eV, largest force on an atom 1.22 eV Å⁻¹. Number 2: lowest unoccupied orbital energy -2.57 eV, HOMO energy -10.8 eV, largest force on an atom 6.13 eV Å⁻¹. Number 3: lowest unoccupied orbital energy 1.65 eV, HOMO energy -6.7 eV, largest force on an atom 6.71 eV Å⁻¹.